# 1
17
Properties=species:S:1:pos:R:3 method="wB97M-V/def2-TZVPD" de_lowest_kcal_mol=127.7 homo_ev=-14.07 multiplicity=1 charge=+1 e_lumo_ev=-5.336 gap_ev=8.74 mol_weight_g_mol=117.132
C -2.180 -1.612 1.974
C -0.369 2.108 -1.007
C 0.623 0.882 -0.924
N -1.182 -0.974 1.608
N -0.608 -0.390 0.473
N 0.544 0.244 0.322
N 1.760 -1.399 0.263
O -2.997 -2.135 2.593
H 0.185 2.863 -1.433
H -1.306 1.976 -1.665
H -0.644 2.309 -0.051
H 0.394 0.388 -1.804
H 1.555 1.228 -1.047
H 2.210 -1.452 1.155
H -1.361 -0.394 -0.233
H 0.967 -2.040 0.249
H 2.410 -1.603 -0.474

# 2
37
Properties=species:S:1:pos:R:3 method="wB97M-V/def2-TZVPD" de_lowest_kcal_mol=105.9 homo_ev=-7.99 multiplicity=1 charge=0 e_lumo_ev=0.587 smiles="C[C@H](NC(=O)[C@@H](N)Cc1c[nH]c2ccccc12)C(=O)O" gap_ev=8.57 mol_weight_g_mol=275.308
C 0.642 1.343 0.311
C 2.106 1.304 -0.112
C -0.263 0.214 -0.290
C -1.656 -0.248 0.402
C -2.023 -0.948 1.495
C -2.992 -0.320 -0.431
C -3.995 -0.690 0.489
C -3.238 0.150 -1.579
C -5.316 -0.671 0.190
C -4.567 0.265 -1.996
C -5.599 -0.157 -1.133
C 4.186 -0.088 -0.028
C 4.121 -1.351 -0.815
C 5.011 -0.123 1.325
H 0.916 3.281 0.781
H -0.692 3.018 0.542
H 0.727 0.867 1.417
H -0.385 0.293 -1.400
H 0.377 -0.675 -0.153
H -1.549 -1.355 2.338
H -3.908 -1.832 2.354
H -2.411 0.541 -2.207
H -6.195 -1.072 0.672
H -4.932 0.617 -2.988
H -6.726 0.007 -1.214
H 2.249 -0.626 0.850
H 4.466 0.626 -0.902
H 6.017 -0.327 1.052
H 4.596 -0.927 1.925
H 4.788 0.911 1.653
H 5.390 -2.280 -1.712
N 0.217 2.677 0.354
N -3.395 -1.140 1.651
N 2.728 0.153 0.320
O 2.718 2.095 -0.777
O 3.247 -2.166 -0.887
O 5.341 -1.367 -1.496

# 3
36
Properties=species:S:1:pos:R:3 method="wB97M-V/def2-TZVPD" de_lowest_kcal_mol=26.5 homo_ev="-8.03 / -7.95" multiplicity=1 charge=0 e_lumo_ev="-2.763 / -2.858" gap_ev="5.27 / 5.09" mol_weight_g_mol=633.679
Ru -0.894 -0.161 0.705
O 0.066 -1.476 1.876
N 0.797 -2.341 1.235
N 0.492 -2.421 0.026
O -0.518 -1.720 -0.493
C 1.225 -3.282 -0.871
C 1.829 -4.426 -0.379
C 2.553 -5.215 -1.258
C 2.658 -4.860 -2.597
C 2.033 -3.713 -3.065
C 1.304 -2.910 -2.200
H 1.731 -4.689 0.665
H 3.032 -6.115 -0.895
H 3.225 -5.482 -3.276
H 2.114 -3.435 -4.107
H 0.805 -2.014 -2.538
S -7.475 2.567 1.903
C -6.025 1.927 1.576
S -5.579 0.296 1.989
C -3.930 0.359 1.415
C -3.535 1.564 0.845
S -2.019 1.762 0.153
S -4.735 2.824 0.820
S -2.908 -0.957 1.458
F 1.383 6.260 1.442
C 1.271 5.003 1.030
C 0.832 4.024 1.902
F 0.534 4.340 3.160
C 0.706 2.723 1.455
F 0.309 1.812 2.356
C 1.005 2.349 0.149
S 0.890 0.692 -0.433
C 1.453 3.361 -0.697
F 1.766 3.077 -1.961
C 1.589 4.668 -0.275
F 2.016 5.609 -1.113